Entry 1:
Density functional theory data (the ωB97M-V functional and the def2-TZVPD basis) for an isolated ion of composition C4H10FNP and charge +1 in a non-equilibrium geometry.

```
17
Properties=species:S:1:pos:R:3
C -0.46672 -0.07843 -0.01205
H -1.34776 1.46122 -0.96821
C 0.14015 -0.36686 1.37514
H -2.45381 -0.91181 -0.11629
H 3.26076 -0.14237 0.62458
H -0.02686 2.04241 -0.20195
H 2.78745 0.21269 -1.43870
H -1.54105 1.86854 0.51927
H 0.02510 -1.29686 1.85764
P 2.43756 0.66387 -0.21817
C 0.99265 -0.48102 0.18807
H -1.61403 -0.27892 -1.67451
N -0.77644 1.37711 -0.08821
H -1.29727 -1.95745 -0.98594
C -1.56626 -0.83579 -0.74951
F 1.22448 -1.76585 -0.24644
H 0.22205 0.48954 2.13529
```

The relative energy (zero: lowest compared OMol25 entry of this formula, charge and spin) is 0.0 kJ/mol. As for the SMILES: C[C@@]1([NH3+])C[C@]1(F)P. The value obtained for the lowest unoccupied orbital energy is -3.763 eV. As for the net charge: +1. As for the total energy: -654.0399 a.u. For the orbital gap, the calculation gives 10.10 eV. As for the HOMO energy: -13.9 eV.

=====

Entry 2:
Density functional theory data (the ωB97M-V functional and the def2-TZVPD basis) for C47H46AlBrF7O2 as an isolated structure in a non-equilibrium geometry.

```
104
Properties=species:S:1:pos:R:3
C -2.20105 0.36348 1.36052
F -3.97811 2.07463 -1.28435
C 7.80542 -0.34495 -2.58115
H -2.77859 6.73115 -0.05252
H 3.54303 -3.35705 5.85514
H -2.27228 -1.73713 1.79554
H 1.63437 5.19795 -1.67650
C 1.51173 -2.89116 3.20532
C 8.57854 -0.65106 -0.34454
C 1.82054 -1.35375 -0.97547
C 9.88369 -0.73927 -0.81412
H -5.83434 5.88405 -2.70760
H -2.31988 2.40221 0.67230
O 4.38905 -1.97690 -1.95169
C -1.05146 1.49195 7.43276
C -4.24557 -5.10883 1.25135
C 1.07362 -4.18672 3.00216
H -3.84341 -2.24636 -0.04062
H -1.16252 3.59296 7.00598
H -0.85645 -0.64200 7.56406
C 0.66771 5.53607 -1.32782
C -1.81974 6.38962 -0.42213
C 2.42853 -4.89812 4.86007
C -0.56830 2.46435 5.28470
C -2.62971 -0.94116 1.15371
C -5.36281 3.97739 -3.57273
C -5.73307 5.31567 -3.62338
H 10.70025 -0.89461 -0.12019
H 1.47713 7.02933 0.00473
H 11.15828 -0.69438 -2.54091
C 0.58619 6.55492 -0.38681
C -5.47346 3.87104 -5.95487
H 4.49072 0.55982 -3.93072
H -4.89657 -3.39758 2.35166
H -1.51474 0.58884 2.16322
H 1.18325 -1.28218 -4.37598
C 3.72888 -0.03071 -3.40538
C -5.97302 5.92652 -4.84775
C 4.20739 -1.50654 -3.31461
H -6.26418 6.96797 -4.88680
C -0.78025 0.22776 6.92508
H -0.20277 -0.90022 5.17808
H 1.21111 -6.21413 3.67938
C -0.94795 2.60862 6.61186
C -5.92972 -6.61834 0.48761
C -6.53969 -4.64678 1.72632
C -3.53728 1.08114 -0.48428
H 0.37612 -4.39711 2.20155
C 9.09677 -0.43524 -3.06740
Al 2.00924 0.09626 -4.50167
O 3.57544 -4.05234 -2.21209
H -4.95408 2.20171 -4.72629
H -7.29752 -4.01293 2.16699
C -3.51506 -1.22792 0.12235
H 2.38846 0.30505 -6.04291
H 2.95282 -2.62103 0.43526
H 1.71319 -3.45837 -0.58680
C 7.53031 -0.44782 -1.23076
C -0.30693 1.19839 4.79591
H 1.59444 -1.44028 -2.04180
C -5.20130 -4.29525 1.82884
H 3.49845 -2.13837 -3.86570
H -3.81720 -6.87866 0.13433
H 8.37614 -0.74195 0.71450
H 0.92738 -1.15019 -0.38390
H 2.56787 -0.57541 -0.81819
C 10.14201 -0.62891 -2.17470
F -5.34737 3.16718 -7.09492
H 3.59060 0.43327 -2.42081
H 9.27543 -0.35423 -4.13167
H 6.50707 -0.37088 -0.88658
H -1.34375 1.60840 8.46843
H -2.63427 4.92222 -1.75796
C -5.23558 3.24636 -4.74544
H 2.72734 -1.55648 4.34735
F 6.79346 -0.15433 -3.43519
F 0.05793 1.05303 3.51001
F 1.06489 -1.91335 2.40113
C -4.59038 -6.26590 0.57895
H 2.78763 -5.68669 5.50881
Br 0.59929 1.90580 -3.65896
C 2.50151 -2.70402 -0.55579
F -0.73962 7.95489 0.97418
C 3.53851 -3.00645 -1.64979
C -6.90435 -5.80871 1.05851
C 1.54058 -5.19530 3.83313
H -4.67369 -0.41245 -1.50561
H -7.94817 -6.08423 0.98152
H -0.42147 4.15735 -2.55612
C -0.48972 4.94917 -1.82189
C -0.41053 0.07695 5.59612
C 2.39969 -2.58012 4.21819
C -2.65233 1.38126 0.53324
H -6.21327 -7.52482 -0.03020
C -1.73172 5.37761 -1.37051
H -5.17110 3.50352 -2.62114
F -2.94840 -4.76563 1.34620
C -5.83863 5.20232 -6.02384
C 2.85497 -3.59078 5.05347
H -0.47432 3.32178 4.63105
C -3.97850 -0.21028 -0.70103
C -0.65768 6.96531 0.05369
H 5.16029 -1.58019 -3.83444
H -6.01337 5.66127 -6.98827
```

The value obtained for the lowest unoccupied orbital energy is 2.029 eV. As for the net charge: -1. As for the total energy: -5484.6446 a.u. For the orbital gap, the calculation gives 7.20 eV. As for the HOMO energy: -5.2 eV.

=====

Entry 3:
Density functional theory data (the ωB97M-V functional and the def2-TZVPD basis) for a 2-piece molecular cluster, C14H31N4O2 overall in a non-equilibrium geometry.

```
51
Properties=species:S:1:pos:R:3
H -0.84632 2.77150 -2.39066
H 2.07477 0.85788 1.20878
H -0.15070 -3.67119 2.15612
H -1.33189 -3.54532 -1.62165
H -0.32931 4.78306 0.13004
H 1.46787 -3.63395 0.31169
C 0.40250 -2.50798 -1.12345
H 0.21827 4.43707 1.76295
C -2.82384 3.81885 -0.75172
C 1.34877 -2.57929 0.09456
H 0.23921 -1.08812 0.91501
H -2.06359 4.37582 -1.31999
H 3.16923 -0.37196 1.78663
H -3.50821 2.72104 -2.50750
H 0.63159 3.33622 0.46013
C 2.53410 -0.51465 -0.28915
H -2.08299 3.82818 1.77913
C -1.71151 1.63534 -0.72255
H -0.02434 -1.52178 -1.22753
C 2.93124 0.25036 0.93671
H 3.73483 0.93381 0.70680
N -2.25153 2.74144 0.03659
H -2.54220 1.14468 -1.24057
C -3.90813 3.34752 -1.70866
H -2.02255 -4.01435 0.71351
H -2.12406 -2.35400 0.23661
O 2.07300 0.03972 -1.27066
H -1.34605 0.88624 -0.00609
C -0.61073 1.91988 -1.75312
C -0.47535 -2.79712 1.60674
C -1.44312 3.20051 1.15296
C -0.15889 3.98013 0.84642
H -1.06218 -2.20751 2.30012
H 0.35489 2.09817 -1.28611
H -4.38205 4.20811 -2.17952
C -1.42453 -3.14926 0.45529
C 3.80436 -2.46673 0.27947
H -1.19381 2.33395 1.77451
N 2.59525 -1.96913 -0.28861
H -0.48980 1.05255 -2.40746
H 0.93810 -2.81960 -2.00869
N -0.70211 -3.48767 -0.82318
C 3.78284 -3.52136 1.34941
H -0.27855 -4.40820 -0.73439
H -4.67662 2.78450 -1.17787
H 2.86130 -3.57783 1.91271
H -3.27038 4.53253 -0.05618
O 4.85468 -1.99041 -0.11522
N 0.66613 -1.95364 1.22475
H 3.92416 -4.48837 0.87172
H 4.62827 -3.37962 2.00116
```

The relative energy (zero: lowest compared OMol25 entry of this formula, charge and spin) is 31.2 kJ/mol. The value obtained for the lowest unoccupied orbital energy is -3.508 eV. As for the net charge: +1. As for the total energy: -921.2747 a.u. For the orbital gap, the calculation gives 6.84 eV. As for the HOMO energy: -10.3 eV.

=====

Entry 4:
Density functional theory data (the ωB97M-V functional and the def2-TZVPD basis) for one molecule with the formula C16H19NO4S in a non-equilibrium geometry.

```
41
Properties=species:S:1:pos:R:3
C -2.23205 0.42009 -2.10170
H -2.07174 -0.66046 -2.10585
H -0.09530 -4.20132 1.08783
C -0.22291 -4.38494 -1.06180
H -4.25638 0.26913 -2.82761
H 3.82861 2.83797 -1.54050
H -1.82358 0.83973 -3.02208
C 4.55382 1.01804 -0.63080
C -3.53467 0.77660 0.49177
C 0.57094 -4.16432 0.21917
H 3.09162 -1.47892 -0.49614
C 0.97142 0.62784 0.99793
H 3.78900 1.43545 -2.61019
H -1.02112 -3.65018 -1.13583
H 5.09493 0.11879 -0.93209
C 1.34508 -0.62201 0.51717
O -4.04526 1.39912 1.38268
H 5.14614 1.53736 0.12641
H -0.66083 -5.37894 -1.05306
C 2.64725 -0.59905 -0.06803
N -0.04871 1.02817 1.77833
S 2.23238 1.79280 0.74577
C -4.29652 0.19092 -0.67339
H 5.32806 2.22593 -2.24910
O 1.25015 -2.91340 0.20649
H 1.35895 -4.91319 0.32353
C -1.50410 1.01954 -0.92247
C -2.03952 0.51421 0.41085
O -0.61873 1.82456 -1.02054
C -1.29382 1.00690 1.61171
H -4.20170 -0.89706 -0.64180
H 0.42729 -4.28886 -1.92825
C 3.24309 0.61261 -0.04897
C -3.72706 0.72331 -1.98881
H -3.88102 1.80349 -2.03955
C 4.36388 1.93923 -1.83677
O -0.61941 -1.90700 0.93642
H -1.90135 1.37136 2.43358
H -1.88498 -0.58047 0.40276
C 0.54895 -1.83232 0.59126
H -5.35108 0.45280 -0.57766
```

The relative energy (zero: lowest compared OMol25 entry of this formula, charge and spin) is 96.0 kJ/mol. As for the SMILES: CCOC(=O)c1cc(CC)sc1/N=C\C1C(=O)CCCC1=O. The value obtained for the lowest unoccupied orbital energy is 0.340 eV. As for the total energy: -1374.9940 a.u. For the orbital gap, the calculation gives 8.30 eV. As for the HOMO energy: -8.0 eV.

=====

Entry 5:
Density functional theory data (the ωB97M-V functional and the def2-TZVPD basis) for C30H36CoP2S4Sb2 as an isolated structure.

```
75
Properties=species:S:1:pos:R:3
H 0.35384 -3.04030 -2.01573
H -1.17656 4.14928 -1.30766
Sb -1.28492 1.06268 -0.72985
H 3.59296 -1.56969 0.34789
S 1.04794 -2.84525 0.78740
C 1.19481 2.80725 -0.54139
H -1.26084 -1.84361 -5.11613
C 0.70855 1.68726 -1.21836
H 3.63246 -0.13620 3.36270
C -3.47467 4.31089 -3.77936
H 3.39361 1.12428 -3.20817
H 3.68755 -1.10693 4.85461
C 3.34313 -1.79057 -3.02743
H -3.00061 1.65603 3.94687
Co -0.08185 -1.23245 2.07313
H 3.90704 -1.58031 -3.92843
H 1.27033 -0.21459 6.00683
H 1.20768 0.17019 -2.66366
C -2.42374 -2.89646 -2.11045
H -1.08505 -0.56385 5.12251
C -2.10604 -2.92407 -3.45876
H -0.80700 2.87751 2.05989
C 2.06734 -2.33369 -3.10483
H 1.66332 -3.60634 4.14015
C -0.39691 2.43574 2.96916
H -4.51837 2.62736 -4.60203
C 1.28863 -2.77529 4.74071
C -2.74118 0.91367 3.18808
C 1.52486 1.07981 -2.16765
C 2.77271 1.61174 -2.46718
C -2.12936 -1.76455 -1.35596
H -2.28507 5.78007 -2.76096
H 0.59548 3.27946 0.23092
H -2.36236 -1.77025 -0.29486
C -1.50702 -1.82125 -4.06084
C -3.78582 2.96333 -3.87808
H 1.82608 -2.73890 5.69185
C 3.32095 -1.07340 3.82597
H 3.76703 -1.89445 3.26302
C -1.91483 3.80109 -2.02218
C -2.53530 4.72937 -2.84638
C 0.99022 0.06386 4.98692
H -0.83861 1.14969 5.49752
H -2.32130 -3.80944 -4.04458
P 1.49615 -1.23670 3.77297
H 4.86855 -1.06885 -1.69874
H 0.22489 -2.94799 4.90505
C 1.34819 -2.61774 -1.95221
H 2.80164 4.20831 -0.29817
S -0.53654 -4.90997 -0.02295
S -1.89598 -2.41945 2.72944
S -4.23817 -4.72440 0.75457
C 1.89585 -2.36542 -0.69229
H 0.69041 2.50726 2.91947
H 1.62234 -2.54210 -4.07068
C -1.53650 -0.65245 -1.95133
P -0.93399 0.68037 3.08548
C 3.23213 2.74378 -1.81031
H -0.76021 3.00401 3.82872
H -0.80183 0.18126 -3.80030
H 4.20763 3.15175 -2.04519
H -3.41303 0.98710 -3.14762
H -3.96201 5.03210 -4.42373
C -0.51292 0.32826 4.85193
Sb -2.14561 -4.54140 1.65550
C -3.15891 2.03634 -3.05293
H 1.54961 0.97092 4.73403
C 3.16574 -1.78712 -0.62442
C 2.44394 3.33742 -0.83450
H -3.20827 -0.04297 3.41992
H -2.88779 -3.74655 -1.62504
H -3.11551 1.24361 2.21805
C 3.88255 -1.51206 -1.77775
C -1.23292 -0.68673 -3.31359
C -2.20858 2.44069 -2.11862
```

The value obtained for the lowest unoccupied orbital energy (spin up / spin down) is 2.352 / 1.522 eV. As for the net charge: -1. As for the multiplicity: 5. As for the total energy: -5303.5829 a.u. For the orbital gap (spin up / spin down), the calculation gives 6.16 / 5.91 eV. As for the HOMO energy (spin up / spin down): -3.8 / -4.4 eV.

=====

Entry 6:
Density functional theory data (the ωB97M-V functional and the def2-TZVPD basis) for a 2-piece molecular cluster, C3H6O overall in a non-equilibrium geometry.

```
10
Properties=species:S:1:pos:R:3
H -0.37238 0.22716 2.63373
H 1.91128 -0.09457 -1.72057
H -0.57382 1.40638 0.00538
C -1.01380 1.25588 0.91738
H -1.66068 2.21228 1.12668
O 0.17034 -1.21929 -2.31322
C 1.33193 -1.07154 -2.03103
H 1.79731 -1.93720 -1.59459
C -0.65903 0.12600 1.63638
H -0.93115 -0.90511 1.33986
```

The relative energy (zero: lowest compared OMol25 entry of this formula, charge and spin) is 329.3 kJ/mol. The value obtained for the lowest unoccupied orbital energy (spin up / spin down) is 3.811 / 3.923 eV. As for the net charge: -1. As for the multiplicity: 2. As for the total energy: -192.9622 a.u. For the orbital gap (spin up / spin down), the calculation gives 3.27 / 5.60 eV. As for the HOMO energy (spin up / spin down): 0.5 / -1.7 eV.